81
Properties=species:S:1:pos:R:3:forces:R:3:lowdin_charge:R:1 method="wB97M-V/def2-TZVPD" e_tot_ev=-59395.744 fmax_ev_per_a=3.80 charge=0 homo_energy_ev=-9.389 smiles="NC(N)=O.NC(N)=O.NC(N)=O.NC(N)=O.NC(N)=O.NC(N)=O.NC(N)=O.NC(N)=O.NC(N)=O.CCO" relative_energy_kj_mol=0.00
O 2.1159 4.1015 3.2983 -0.62 -0.49 -0.59 0.00
O -2.1113 2.5291 0.7139 0.55 0.75 -0.73 -0.01
O 2.5040 0.7517 -3.1440 0.26 -0.61 1.76 0.01
O 3.9319 -0.2670 1.5474 -0.93 0.22 0.59 -0.05
O -0.5962 -0.2581 -4.7683 -0.11 1.12 0.08 0.00
O 0.6404 -3.8374 2.5068 0.76 0.19 -0.18 -0.06
O -2.7038 3.6742 -2.3937 1.56 -0.70 -1.19 -0.02
O -0.5323 -4.1594 -2.2446 0.45 -0.51 1.24 0.00
O -1.7030 0.2588 3.3477 0.46 -0.89 0.28 -0.02
O -0.1008 0.3268 -0.0465 0.01 0.60 1.72 -0.13
N -0.5575 2.8001 -2.4506 -0.97 0.98 -0.57 0.17
N -1.6034 -1.9385 2.7977 -1.50 -0.21 -0.63 0.18
N 0.0782 -5.1923 -0.2250 1.15 -0.75 -2.40 0.16
N 3.2433 -0.4873 -1.2760 -0.98 -0.02 -3.67 0.16
N 2.8377 -3.2580 2.0367 -0.46 -0.58 0.40 0.17
N -4.3213 2.8220 -0.0994 2.19 -0.10 2.12 0.15
N 4.0356 1.6460 2.7216 -1.19 0.23 0.05 0.20
N -1.8449 2.8725 -4.3548 -0.75 0.75 -0.40 0.19
N -1.5097 -3.5929 -0.2658 0.12 -0.03 1.08 0.15
N -1.2023 -2.4061 -4.8789 -0.41 -0.66 -0.03 0.15
N 2.3999 1.6795 -0.9675 -0.08 -0.17 -2.98 0.15
N 0.7314 4.3982 1.5104 -0.17 -0.17 0.38 0.19
N -3.8021 2.0473 2.1214 0.55 0.91 -1.34 0.15
N 0.0042 -1.0299 4.0854 1.40 -0.47 1.21 0.19
N 1.9658 0.8750 1.9593 1.26 0.34 0.36 0.17
N 1.0664 -2.1501 1.0518 1.76 0.68 -0.32 0.17
N 0.8395 -1.8061 -4.0518 0.50 -0.83 -0.05 0.20
N 0.2046 2.8968 3.1641 -1.49 -0.63 0.30 0.15
C -3.3185 2.5432 0.8858 -1.69 -2.15 1.15 -0.57
C -0.6107 -4.3092 -1.0188 -0.71 0.09 -0.55 -0.64
C 2.6853 0.6267 -1.9297 0.02 1.73 2.37 -0.57
C 3.3286 0.7030 2.0730 0.27 -0.90 -0.93 -0.60
C -0.4211 -0.3022 -1.2549 0.31 -0.79 -1.08 -0.33
C -1.7698 3.1617 -3.0563 -0.33 0.17 1.86 -0.62
C 1.0685 3.8345 2.6908 0.58 0.35 1.36 -0.69
C -1.9569 -0.4784 -1.4068 1.04 -0.05 -0.63 -0.04
C -1.1551 -0.8622 3.4524 -0.81 2.13 -1.14 -0.66
C -0.3161 -1.4268 -4.5483 -2.12 0.69 -1.17 -0.74
C 1.4747 -3.1108 1.9169 -0.58 -0.38 -0.18 -0.65
H -1.6041 -3.8976 0.6975 -0.18 0.18 -0.38 0.09
H 0.1774 2.3316 -2.9492 -0.16 -0.34 -0.34 0.07
H 0.7944 -5.7674 -0.7376 -1.08 1.05 1.31 0.14
H 0.4347 -1.9276 4.2651 -0.30 0.06 -0.38 0.11
H 3.7023 -1.0472 -1.9865 -0.10 -0.24 0.37 0.10
H 1.5561 4.5424 0.9815 0.45 0.57 -0.90 0.10
H -2.1852 -2.1446 -4.9665 0.83 -0.27 0.02 0.11
H 2.1015 1.4041 -0.0532 -0.10 -0.40 0.28 0.02
H 0.5488 -0.2339 4.3529 -0.23 0.28 0.09 0.10
H 0.0700 -5.0568 0.7724 0.45 -0.18 0.14 0.06
H 1.8228 -1.6142 0.5824 -1.19 -0.46 0.23 0.09
H 1.5275 1.7639 2.1462 0.03 -0.35 0.40 0.05
H -1.1239 2.3924 -4.8303 0.55 -0.57 -0.39 0.08
H 3.6005 2.4617 3.1098 -0.25 0.34 0.18 0.07
H 3.6603 -0.5279 -0.3822 0.39 0.84 1.29 0.03
H 3.1970 -4.0718 2.5593 -0.44 1.10 -0.52 0.12
H 1.4199 -1.0300 -3.8725 1.28 0.52 0.63 0.06
H -2.4627 0.5068 -1.2463 0.25 -0.81 -0.47 0.08
H 1.8158 2.4412 -1.3635 0.68 -0.93 0.34 0.08
H -0.0385 3.9342 1.0789 -0.51 -0.03 -0.81 0.07
H 0.0511 0.2784 -2.0704 -0.56 -0.41 0.06 0.07
H 5.0058 1.5165 2.8346 0.86 -0.19 -0.12 0.10
H -1.2136 -2.8272 2.9121 1.14 -1.29 0.27 0.05
H 3.4590 -2.5333 1.6837 -0.13 -0.26 0.29 0.08
H -0.7506 2.6377 2.8907 0.66 0.65 -0.86 0.10
H -4.7666 1.8464 2.1545 -1.01 -0.16 0.17 0.06
H -0.9314 -3.3512 -4.6529 -0.60 0.00 0.11 0.08
H 0.2970 2.6357 4.1109 0.68 -0.06 1.04 0.10
H 0.0959 -1.9011 0.8886 0.37 -0.21 0.25 0.07
H -2.2161 -0.9909 -2.3888 0.20 0.88 1.22 0.09
H -2.4494 -1.9340 2.2594 -0.20 0.63 0.26 0.11
H 1.3593 0.1362 1.6596 0.06 -0.27 -0.28 0.05
H 0.1535 -1.2935 -1.2138 -1.10 1.11 -0.33 0.11
H -2.5948 3.2908 -4.8697 -0.11 -0.09 -0.14 0.11
H -3.9707 3.5611 -0.7021 -0.38 -0.18 -0.49 0.07
H -2.1856 -1.1324 -0.5730 -0.60 -0.05 0.11 0.03
H -0.7581 0.9726 0.2843 -0.06 -0.39 -0.51 0.06
H -3.2274 1.4398 2.7076 0.28 0.24 -0.58 0.05
H -2.3145 -3.1615 -0.6705 0.00 0.03 -0.48 0.09
H -5.2430 2.9044 0.3108 0.15 0.38 -0.34 0.09
H 0.9036 -2.7279 -3.6845 0.56 -0.30 0.55 0.08
H -0.7374 2.4981 -1.5291 0.14 -0.24 1.19 0.04



65
Properties=species:S:1:pos:R:3:forces:R:3:lowdin_charge:R:1 method="wB97M-V/def2-TZVPD" e_tot_ev=-36654.731 fmax_ev_per_a=0.86 charge=0 homo_energy_ev=-9.545 smiles=COCCOC.COCCOC.CO.CO.CO.O.O.O.O.O
O -0.7434 -2.8298 -3.8894 -0.11 0.11 -0.02 -0.06
O 0.5147 3.8837 -0.8578 -0.23 0.02 0.15 -0.13
O -0.3912 -3.7554 0.8903 0.03 0.02 -0.01 -0.05
O 1.6375 2.4770 -3.0853 -0.04 0.13 -0.25 -0.14
O 2.9091 0.0252 0.4986 0.09 0.38 0.12 -0.27
O 1.1081 -1.0343 -1.3656 -0.33 -0.16 0.05 -0.15
O -2.9936 0.1257 -3.0055 -0.04 0.00 0.14 -0.04
O 0.5478 0.0126 -4.1369 0.14 0.10 -0.14 -0.06
O 1.2914 -3.8699 -2.0224 0.16 -0.03 0.08 -0.06
O -4.6105 0.5366 1.4654 -0.39 -0.11 0.13 -0.18
O 4.1771 -2.5595 1.5770 -0.05 -0.24 -0.09 -0.16
O -2.9482 1.0802 3.6658 0.11 -0.05 0.07 -0.17
C -5.6485 -0.2336 0.8953 -0.08 0.22 -0.25 -0.10
C 4.2882 -0.3229 0.5275 -0.30 -0.79 -0.04 -0.17
C 2.7720 -2.6756 1.6760 -0.21 0.35 0.16 -0.10
C 2.8555 1.9255 -2.6225 0.01 0.58 0.64 -0.14
C -2.4428 0.6124 2.4398 0.29 -0.18 0.16 -0.22
C 2.4893 0.9279 1.5115 -0.11 -0.04 -0.41 -0.07
C 4.6808 -1.2528 1.6716 0.22 0.36 0.11 -0.21
C -0.8888 3.6764 -0.6419 0.25 0.00 -0.25 -0.12
C -3.3268 2.4396 3.6454 -0.28 -0.03 -0.04 -0.10
C -0.1241 -0.5858 -0.7952 0.41 -0.14 0.22 -0.12
C -3.4558 -0.2206 1.6939 0.49 0.14 -0.53 -0.23
H -4.1109 2.6306 2.9061 0.09 -0.03 -0.05 0.09
H 0.8755 0.8985 -3.9297 -0.12 0.05 0.03 -0.01
H 3.5209 2.7077 -2.2285 0.03 -0.02 -0.27 0.08
H -0.1169 0.5074 -0.7286 -0.15 -0.04 0.01 0.07
H -1.0571 2.6042 -0.7041 0.00 -0.02 0.05 0.06
H -5.9111 -1.0854 1.5289 0.08 -0.07 -0.04 0.09
H 2.3895 -2.0968 2.5324 0.07 -0.04 -0.04 0.09
H -6.5266 0.4013 0.7869 0.07 0.07 0.12 0.09
H 0.8596 -0.5237 -3.4007 -0.07 -0.05 0.08 -0.01
H -2.9630 0.6188 -2.1803 -0.03 0.06 -0.01 0.01
H -3.7363 2.6632 4.6283 0.14 0.08 0.04 0.09
H 4.4337 -0.8889 -0.3967 0.19 0.19 -0.04 0.14
H -2.0593 1.4364 1.8255 -0.15 0.02 -0.02 0.12
H 1.2660 3.0598 -2.4090 -0.02 -0.12 0.12 0.04
H 0.1245 -2.9307 -3.4763 -0.07 -0.21 0.02 0.00
H -1.5933 -0.0461 2.6647 0.01 0.10 -0.05 0.12
H -3.0141 -0.4982 0.7180 0.03 -0.20 0.16 0.12
H 2.3515 0.4093 2.4611 0.04 0.12 0.12 0.08
H -1.1975 4.0398 0.3387 -0.02 0.00 0.02 0.08
H -1.2451 -3.5186 0.5154 -0.01 -0.01 -0.06 0.04
H 2.2727 -2.3109 0.7784 -0.05 -0.10 -0.02 0.06
H 3.3270 1.4446 -3.4717 0.09 -0.24 0.08 0.09
H 1.8017 -0.7327 -0.7578 0.11 0.14 -0.08 0.04
H 4.9206 0.5697 0.5233 -0.04 0.07 0.03 0.13
H 4.4463 -0.8148 2.6550 -0.13 0.00 -0.10 0.13
H -1.2970 -3.4526 -3.4120 0.07 -0.08 0.01 0.02
H -1.4777 4.1558 -1.4257 -0.04 0.03 0.06 0.09
H 1.0129 -4.4922 -1.3442 -0.03 0.01 0.04 0.03
H -0.9645 -0.9091 -1.4060 0.18 -0.02 -0.26 0.07
H -0.3394 -3.2604 1.7134 0.01 -0.03 0.05 0.03
H -2.4604 3.0764 3.4361 -0.04 0.08 0.07 0.08
H -5.3768 -0.5756 -0.1135 0.06 -0.15 0.15 0.08
H 2.6895 1.2439 -1.7808 0.04 -0.28 -0.31 0.06
H -3.8095 -0.3814 -2.9565 -0.02 -0.02 -0.06 0.03
H 5.7693 -1.3449 1.6262 -0.04 -0.07 0.04 0.13
H -0.2275 -1.0215 0.2067 -0.13 0.16 0.01 0.06
H 1.5411 1.3456 1.1728 -0.05 -0.06 0.12 0.08
H -3.6356 -1.1425 2.2625 -0.35 0.09 0.00 0.13
H 0.6911 4.8264 -0.7869 0.04 0.01 -0.02 0.09
H 3.1910 1.7601 1.6118 0.11 -0.08 0.11 0.10
H 2.5010 -3.7170 1.8286 0.25 -0.10 -0.05 0.09
H 1.4364 -3.0379 -1.5478 -0.17 0.12 -0.08 0.01



76
Properties=species:S:1:pos:R:3:forces:R:3:lowdin_charge:R:1 method="wB97M-V/def2-TZVPD" e_tot_ev=-51023.641 fmax_ev_per_a=1.27 charge=0 homo_energy_ev=-8.368 smiles="COCCNCCOC.NC(N)=O.NC(N)=O.NC(N)=O.NC(N)=O.NC(N)=O.O.O.O.O" relative_energy_kj_mol=0.00
O -0.2130 10.3520 28.1102 -0.14 -0.05 -0.22 -0.01
O -6.4626 5.1857 25.4596 0.35 0.13 0.23 -0.17
O -4.9922 9.4549 29.3657 0.19 0.21 0.05 -0.09
O -4.4900 9.3719 26.6927 -0.23 0.08 -0.25 -0.02
O -4.5097 12.2081 24.6465 0.21 -0.05 -0.14 0.00
O -1.7566 12.2430 25.2104 -0.06 -0.02 -0.03 -0.07
O -0.8072 7.8614 24.1482 0.25 -0.21 -0.50 -0.02
O -2.9596 7.9397 21.2734 0.23 0.08 -0.05 0.00
O -4.5025 10.2140 21.4913 -0.19 -0.17 0.18 -0.07
O -2.5581 5.2426 27.7098 0.04 0.05 0.08 -0.05
O -8.8294 8.2912 21.2683 0.15 -0.13 0.14 -0.19
N -2.4305 10.9811 27.9936 0.38 -0.22 0.93 0.19
N -1.4481 10.4647 29.9974 0.19 -0.05 0.06 0.15
N -3.4140 9.4423 24.6977 -0.47 0.68 -0.45 0.20
N -6.2723 11.6791 23.2974 0.39 0.20 0.60 0.18
N -3.1838 5.9650 20.1864 0.51 0.17 0.24 0.16
N 0.1418 9.6308 25.1899 0.07 -0.59 -0.57 0.19
N -3.0938 7.6785 26.0936 0.36 -0.23 -0.49 0.18
N -7.0313 6.4010 22.7677 0.05 -0.36 -0.18 -0.05
N 1.0422 8.8348 23.2259 0.05 -0.05 0.12 0.16
N -6.4335 13.3999 24.8102 -0.23 -0.08 -0.33 0.16
N -1.6038 6.1869 21.8462 -0.23 0.02 -0.85 0.17
C -6.2682 5.2878 26.8552 -0.08 -0.81 0.36 -0.11
C -8.2454 9.4095 20.6563 0.26 0.14 -0.09 -0.13
C -5.5897 6.0342 24.7508 -0.68 0.29 -1.03 -0.24
C -1.2971 10.5698 28.6439 -0.30 0.41 -0.61 -0.66
C -5.6567 12.4099 24.2687 -0.48 0.11 0.06 -0.62
C -5.7722 5.8489 23.2549 0.15 0.01 -0.06 -0.21
C 0.0917 8.7067 24.2055 -0.38 0.60 0.30 -0.63
C -6.9402 6.7536 21.3504 -0.01 -0.04 0.73 -0.22
C -8.3149 7.0412 20.7853 0.01 0.80 0.70 -0.20
C -2.5705 6.7925 21.0895 -0.43 -0.32 0.66 -0.65
C -3.7266 8.8506 25.8734 0.27 -0.18 0.48 -0.66
H -1.7092 5.5962 27.9974 0.04 -0.03 -0.01 0.05
H -5.8554 9.0360 29.3930 -0.03 0.04 0.01 0.03
H -3.9355 6.3382 19.6402 -0.01 -0.08 -0.08 0.10
H -5.8926 7.0747 24.9382 0.42 0.11 0.36 0.12
H -4.5388 5.8983 24.9959 0.02 -0.15 0.30 0.11
H -2.4885 11.0736 26.9932 0.27 0.01 0.02 0.06
H -5.6440 4.4593 27.2237 0.02 0.04 -0.17 0.08
H -5.7120 4.7883 22.9851 -0.07 -0.01 0.10 0.12
H -5.7063 11.0016 22.7998 -0.15 0.07 -0.28 0.06
H -7.1840 11.9525 22.9841 0.05 -0.20 -0.22 0.09
H -8.9931 6.3208 21.2381 -0.08 -0.29 -0.55 0.13
H -7.2455 5.1702 27.3268 0.05 0.21 0.07 0.09
H -2.4754 7.3626 25.3625 0.24 -0.08 0.22 0.07
H -3.1508 7.1317 26.9343 -0.33 0.15 0.06 0.07
H -3.2757 10.8678 28.5277 -0.19 0.16 -0.42 0.07
H -1.0203 6.7422 22.4580 -0.25 0.09 0.30 0.06
H -4.5372 10.2940 20.5347 0.06 0.04 -0.02 0.05
H -7.4131 13.4213 24.5929 0.03 0.14 0.13 0.09
H -5.7764 6.2029 27.1928 -0.23 0.26 -0.28 0.08
H -6.2667 7.6150 21.2371 0.09 -0.06 -0.38 0.10
H -3.7969 10.3655 24.5349 -0.15 -0.08 0.07 0.06
H -6.4955 5.8897 20.8497 -0.04 0.06 -0.18 0.12
H -6.0996 13.9804 25.5547 0.22 -0.18 0.08 0.11
H -4.9153 6.3329 22.7539 0.01 0.08 0.15 0.10
H 1.8800 9.3534 23.4184 0.03 -0.02 -0.13 0.10
H -8.6296 10.3105 21.1334 -0.29 -0.08 -0.07 0.08
H -2.8538 9.0384 23.9661 0.17 -0.31 0.27 0.08
H -0.6608 10.0760 30.4797 -0.09 -0.02 0.18 0.10
H -4.7883 9.5262 28.4102 -0.12 -0.39 -0.03 -0.03
H 1.0743 8.1352 22.5088 0.08 -0.09 0.05 0.09
H -4.1116 9.3349 21.6404 0.13 0.11 -0.16 -0.01
H -1.2933 5.2880 21.5223 0.27 0.03 0.30 0.09
H -0.6088 9.6536 25.8609 0.26 0.14 0.32 0.08
H -2.8225 5.0416 20.0404 -0.29 -0.05 -0.25 0.09
H -8.4774 9.4170 19.5843 0.01 0.16 -0.02 0.09
H -7.3068 7.1963 23.3295 0.00 0.11 -0.10 0.11
H 0.9133 10.2660 25.2665 -0.16 0.15 0.27 0.11
H -1.1485 12.1590 24.4718 0.00 -0.08 -0.01 0.03
H -7.1565 9.4597 20.7794 0.00 -0.18 -0.03 0.06
H -8.3101 7.0691 19.6914 -0.14 -0.29 -0.05 0.12
H -2.3372 10.5648 30.4507 0.00 -0.12 0.05 0.09
H -2.6445 12.1925 24.8202 0.02 0.23 0.08 -0.01
H -2.9692 4.9124 28.5149 -0.04 -0.01 0.00 0.05